(1)
Entry from OMol25: 3 unconnected molecules or ions with the total composition C5H13N3 (ωB97M-V with the def2-TZVPD basis set).

Atoms and positions in Å:
C  -0.24716  -1.69887  -0.88739
C  1.15490  -0.43306  0.66941
N  1.78608  -1.62358  0.97343
N  1.54428  0.71058  1.13672
N  0.10830  -0.47507  -0.19319
H  0.44292  1.80195  1.51292
H  2.70704  -1.54584  1.37002
H  1.67571  -2.41284  0.35820
H  2.31116  0.66051  1.79684
H  -0.59095  -2.49839  -0.22074
H  0.59678  -2.10585  -1.45264
H  -1.06191  -1.46941  -1.57088
C  -0.53237  1.66819  -1.23326
C  -0.85587  0.63205  -0.18817
C  -2.11793  0.33262  0.17544
H  -0.36595  2.14818  1.40502
H  -1.31120  2.42414  -1.27854
H  -0.44243  1.21882  -2.22393
H  0.43132  2.11536  -0.99157
H  -2.32328  -0.49326  0.83957
H  -2.90943  1.04378  0.00273

Properties
Frontier orbital gap, eV: 8.72
Energy relative to the best compared isomer or geometry (same formula, charge and spin), eV: 2.871
Energy, eV: -9863.49497
LUMO, eV: 0.765

natural (NBO) population analysis, charges in e, atoms 1 to 8: -0.41, 0.62, -0.83, -0.81, -0.49, 0.10, 0.39, 0.39

(2)
Entry from OMol25: a single C5H13N3O molecule (ωB97M-V with the def2-TZVPD basis set).

Atoms and positions in Å:
C  0.47067  0.76809  0.18220
C  -1.78320  -1.13324  0.92419
C  1.65036  1.46832  -0.49843
C  -0.69726  1.73437  0.28329
N  -1.85720  -1.25259  -0.39217
N  1.06562  -1.77507  -0.14222
C  0.34193  -0.77822  -0.90247
O  0.83793  0.35489  1.47076
N  -0.95841  -1.02675  -1.31643
H  1.45629  -0.38717  1.35895
H  -2.78074  -1.34518  -0.80175
H  0.48023  -2.31021  0.48857
H  1.53199  -2.42465  -0.76801
H  -2.71056  -1.15763  1.46677
H  -0.85257  -1.11682  1.46366
H  0.91463  -0.55565  -1.80320
H  1.36910  1.83380  -1.49108
H  -1.13602  1.91444  -0.69920
H  1.96870  2.32433  0.11179
H  2.48943  0.78410  -0.61433
H  -0.35071  2.69387  0.69829
H  -1.45020  1.38695  0.98081

Properties
Frontier orbital gap, eV: 8.21
Energy relative to the best compared isomer or geometry (same formula, charge and spin), eV: 4.039
Energy, eV: -11910.57725
LUMO, eV: 0.788

natural (NBO) population analysis, charges in e, atoms 1 to 8: 0.28, -0.32, -0.65, -0.65, -0.20, -0.88, 0.07, -0.76

(3)
Entry from OMol25: 2 unconnected molecules or ions with the total composition C5H13N3O (ωB97M-V with the def2-TZVPD basis set).

Atoms and positions in Å:
H  1.65174  -1.10333  1.78259
N  0.73487  -1.53534  1.70923
C  0.10436  -1.29260  0.63416
C  -1.20736  -1.95705  0.34306
O  0.94499  -1.47292  -0.78617
H  -1.09205  -3.02657  0.52249
H  -1.97754  -1.56912  1.01227
H  -1.52338  -1.81654  -0.68928
H  1.88497  -1.38457  -0.57386
C  0.63224  1.00610  -2.15459
N  0.96962  0.80811  -0.76548
C  0.01663  0.83453  0.17542
C  0.45199  1.49665  1.47089
N  -1.32887  1.14612  -0.15712
H  1.39262  0.53635  -2.77745
H  -0.32937  0.60756  -2.49094
H  0.62302  2.08833  -2.33592
H  -0.18058  1.15668  2.29429
H  1.49433  1.25775  1.68302
H  0.37530  2.58237  1.38193
H  -1.94598  1.04980  0.64059
H  -1.69156  0.58768  -0.91913

Properties
Frontier orbital gap (spin up / spin down), eV: 8.02 / 8.02
Energy relative to the best compared isomer or geometry (same formula, charge and spin), eV: 4.496
Energy, eV: -11910.12072
SMILES: [H]/N=C(/C)O.C/N=C(/C)N
LUMO (spin up / spin down), eV: -0.307 / -0.308

natural (NBO) population analysis, charges in e, atoms 1 to 8: 0.36, -0.66, 0.57, -0.69, -0.80, 0.26, 0.22, 0.23

(4)
Entry from OMol25: 2 unconnected molecules or ions with the total composition C5H13N3O (ωB97M-V with the def2-TZVPD basis set).

Atoms and positions in Å:
C  -1.61869  -0.33634  -1.18477
C  -1.44985  0.59631  1.21447
C  -0.88495  -0.25622  0.12722
O  0.23161  -1.42036  1.79560
N  -0.22798  -1.39506  0.43549
H  0.20345  -2.36229  2.00037
H  -1.77573  0.65597  -1.60628
H  -2.59914  -0.80054  -1.01952
H  -1.08402  -0.95105  -1.90811
H  -2.13679  0.00552  1.83018
H  -1.99458  1.43856  0.78836
H  -0.65143  0.95999  1.86222
N  1.52794  1.18471  0.96902
N  1.86417  -0.90412  -1.01449
C  0.98936  1.19387  -0.32988
C  1.32285  0.27552  -1.31779
H  1.98068  2.04988  1.22753
H  2.12587  0.38548  1.13870
H  0.70497  -1.47273  -0.21158
H  1.98284  -1.47480  -1.84747
H  0.52594  2.12644  -0.62523
H  0.96348  0.50125  -2.32403

Properties
Frontier orbital gap, eV: 7.73
Energy relative to the best compared isomer or geometry (same formula, charge and spin), eV: 4.438
Energy, eV: -11910.17862
LUMO, eV: 0.895

natural (NBO) population analysis, charges in e, atoms 1 to 8: -0.66, -0.69, 0.35, -0.58, -0.34, 0.47, 0.22, 0.22

(5)
Entry from OMol25: 2 unconnected molecules or ions with the total composition C5H13N3O (ωB97M-V with the def2-TZVPD basis set).

Atoms and positions in Å:
C  -2.19473  0.25917  0.05487
C  -0.92422  -0.35005  -0.51378
N  -1.01787  -0.51324  -1.90568
N  -0.33281  -1.36827  0.10268
N  -0.60521  -1.68956  1.37981
H  -2.00388  0.76183  1.00275
H  -2.93945  -0.51751  0.24064
H  -2.65404  0.93420  -0.66301
H  -0.29798  -1.09870  -2.30479
H  -1.75368  -0.07616  -2.43744
H  -1.50293  -1.44112  1.78804
H  -0.09914  -2.51457  1.67282
C  2.12469  -0.00961  -1.54658
C  1.68051  0.94552  -0.71485
O  2.02412  0.89995  0.70982
C  1.11806  1.09088  1.74866
H  1.70841  -1.00240  -1.47784
H  2.79506  0.22317  -2.35940
H  2.04058  1.94239  -0.97891
H  1.62318  1.63950  2.54849
H  0.90183  0.16049  2.29064
H  0.30950  1.72408  1.36303

Properties
Frontier orbital gap, eV: 7.87
Energy relative to the best compared isomer or geometry (same formula, charge and spin), eV: 6.224
Energy, eV: -11908.39297
SMILES: C/C(N)=N\N.C=COC
LUMO, eV: 0.635

natural (NBO) population analysis, charges in e, atoms 1 to 8: -0.69, 0.33, -0.85, -0.29, -0.66, 0.22, 0.22, 0.22

(6)
Entry from OMol25: 2 unconnected molecules or ions with the total composition C5H13N3O2 (ωB97M-V with the def2-TZVPD basis set).

Atoms and positions in Å:
H  3.63082  1.10231  -0.28189
N  2.67770  0.80557  -0.54083
C  2.33250  -0.37067  -0.37122
N  2.86335  -1.58452  0.29115
N  1.05585  -0.77495  -1.07229
C  0.35297  -0.01474  -2.10840
C  -1.11671  -0.01314  -1.53848
H  2.36130  -2.43786  0.32991
H  3.78120  -1.79723  -0.07703
H  0.47444  -1.28293  -0.37471
H  0.74946  -0.44262  -3.01169
H  0.89960  0.92894  -2.14408
H  -1.40339  -1.07157  -1.46642
H  -1.76740  0.42131  -2.19649
H  -1.16765  0.75197  -0.60586
C  -2.71708  0.45231  1.49263
C  -1.40972  0.47246  2.23712
O  -0.91139  -0.57315  2.39253
O  -0.82857  1.57606  2.91813
H  -2.76428  1.11684  0.71796
H  -3.64879  0.75269  2.08045
H  -2.89433  -0.41404  1.00322
H  -0.54987  2.39695  2.32629

Properties
Frontier orbital gap, eV: 9.10
Energy relative to the best compared isomer or geometry (same formula, charge and spin), eV: 3.526
Energy, eV: -13958.50856
SMILES: [H]/N=C(\N)NCC.CC(=O)O
LUMO, eV: 0.616

natural (NBO) population analysis, charges in e, atoms 1 to 8: 0.36, -0.74, 0.61, -0.88, -0.68, -0.25, -0.61, 0.39

(7)
Entry from OMol25: a single C5H13N3O2 molecule (ωB97M-V with the def2-TZVPD basis set).

Atoms and positions in Å:
C  -1.47657  1.34829  -0.61654
C  0.02639  1.00463  -0.75021
C  0.42364  -0.46608  -0.42677
N  0.06158  -1.44843  -1.44784
C  2.00951  -0.40455  -0.35875
N  2.50776  -0.13158  -1.67207
O  2.50567  -1.01616  -2.56933
O  2.78301  1.02096  -1.93699
N  -0.23668  -1.00717  0.71926
C  0.04133  -0.34297  2.06226
H  -1.89336  1.55316  0.43009
H  -2.18812  0.59536  -0.85940
H  -1.83437  2.31031  -1.11804
H  0.30267  1.16621  -1.80478
H  0.54772  1.62708  -0.03061
H  -0.91010  -1.79018  -1.24790
H  0.43112  -1.04463  -2.29286
H  2.67528  -1.28289  -0.15135
H  2.48569  0.43128  0.20890
H  0.00238  -2.00937  0.95388
H  0.91333  -0.86842  2.49325
H  0.29665  0.73925  1.93271
H  -0.80622  -0.54910  2.66670

Properties
Frontier orbital gap, eV: 9.48
Energy relative to the best compared isomer or geometry (same formula, charge and spin), eV: 5.271
Energy, eV: -13956.76373
SMILES: CC[C@@](N)(C[N+](=O)[O-])NC
LUMO, eV: 0.088

natural (NBO) population analysis, charges in e, atoms 1 to 8: -0.63, -0.44, 0.29, -0.87, -0.33, 0.50, -0.41, -0.37

(8)
Entry from OMol25: 2 unconnected molecules or ions with the total composition C5H13N3O2 (ωB97M-V with the def2-TZVPD basis set).

Atoms and positions in Å:
H  -1.15499  1.25589  -1.37621
N  -0.50413  1.54077  -0.61335
C  -0.81359  1.52978  0.63649
N  0.35677  1.43603  1.47613
N  -1.93956  1.90437  1.35369
C  -2.82106  0.74907  1.66717
H  1.05382  0.97539  0.89878
H  0.71451  2.34112  1.72894
H  -1.66738  2.24022  2.26770
H  -2.37698  -0.07486  2.22677
H  -3.14997  0.34453  0.67682
H  -3.76355  0.95311  2.23409
C  1.21174  -2.80815  -1.16626
C  1.06879  -1.29601  -1.38605
C  2.18665  -0.45449  -0.84031
O  3.01624  -0.86056  -0.05907
O  2.22668  0.83278  -1.15847
H  0.74017  -3.22970  -0.29525
H  2.30028  -3.00016  -1.17454
H  0.76628  -3.39101  -1.99784
H  1.01378  -1.18619  -2.46867
H  0.03042  -1.07433  -0.97739
H  1.50508  1.27240  -1.65316

Properties
Frontier orbital gap, eV: 10.28
Energy relative to the best compared isomer or geometry (same formula, charge and spin), eV: 1.940
Energy, eV: -13960.09473
SMILES: [H]/N=C(/N)NC.CCC(=O)O
LUMO, eV: 0.599

natural (NBO) population analysis, charges in e, atoms 1 to 8: 0.36, -0.77, 0.60, -0.86, -0.64, -0.42, 0.39, 0.38

(9)
Entry from OMol25: a molecular structure, C5H13N3O6P (ωB97M-V with the def2-TZVPD basis set).

Atoms and positions in Å:
C  1.06695  -1.62784  0.28122
C  -0.03802  -0.05683  1.53863
C  -1.14742  -1.07436  -0.49682
C  0.72700  0.45630  -0.76955
C  0.20853  1.88247  -0.58760
N  0.66781  2.42465  0.53844
N  -1.27271  2.19741  -0.67906
N  0.13525  -0.55711  0.12647
O  -1.54647  3.40156  -0.84835
O  0.75512  2.56592  -1.68192
O  -0.65943  3.71992  -3.50751
O  -2.14141  1.51041  -0.02196
O  0.51039  1.43725  -3.97439
O  -1.39071  1.43948  -2.36505
P  -0.21399  2.23350  -2.97071
H  1.36705  -1.88182  -0.69329
H  1.93681  -1.22437  0.89025
H  0.39883  -2.46908  0.77623
H  -0.52297  -0.66571  2.27200
H  0.88512  0.23399  2.17972
H  -0.50035  0.91543  1.38977
H  -1.82139  -0.28315  -0.22418
H  -1.16452  -1.18302  -1.53806
H  -1.44809  -1.96822  0.01671
H  0.42250  0.07212  -1.78128
H  1.70917  0.67574  -0.45012
H  -0.66583  4.07353  -2.61210
H  0.22704  3.30352  0.71706

Properties
Frontier orbital gap, eV: 6.29
Net charge: -1
Energy relative to the best compared isomer or geometry (same formula, charge and spin), eV: 2.331
Energy, eV: -31436.96515
LUMO, eV: 2.723

natural (NBO) population analysis, charges in e, atoms 1 to 8: -0.39, -0.49, -0.44, -0.30, 0.47, -1.04, 0.51, -0.22

(10)
Entry from OMol25: 2 unconnected molecules or ions with the total composition C5H13N3OS (ωB97M-V with the def2-TZVPD basis set).

Atoms and positions in Å:
C  2.21056  1.10616  0.57829
C  0.99092  0.43735  1.04189
C  2.49455  -0.70934  -0.73238
C  -2.51520  1.04471  -0.38805
C  -2.54105  -1.24640  0.30091
N  -0.18549  -0.34560  -1.42982
N  2.58162  0.69617  -0.72526
N  -1.94001  0.01439  0.34558
O  0.30099  -2.14540  0.27047
S  0.59316  -0.85876  -0.26795
H  2.18001  2.22713  0.59442
H  3.03294  0.80490  1.24019
H  0.96185  -0.19070  1.93246
H  0.00120  1.02949  1.02355
H  2.85002  -0.99548  -1.77765
H  3.01248  -1.02655  0.10315
H  -1.64132  1.67676  -0.48915
H  -2.78103  0.67007  -1.40409
H  -3.38332  1.34689  0.10777
H  -1.87462  -1.90385  0.68611
H  -3.36946  -1.18563  1.11378
H  -2.91238  -1.53340  -0.78896
H  1.93358  1.08710  -1.33526

Properties
Frontier orbital gap (spin up / spin down), eV: 7.22 / 8.78
Energy relative to the best compared isomer or geometry (same formula, charge and spin), eV: 6.490
Energy, eV: -22741.44975
LUMO (spin up / spin down), eV: -1.434 / -0.101

natural (NBO) population analysis, charges in e, atoms 1 to 8: -0.27, -0.62, -0.37, -0.48, -0.47, -0.82, -0.59, -0.25

(11)
Entry from OMol25: a gas-phase ion, C5H13N4 (charge +1) (ωB97M-V with the def2-TZVPD basis set).

Atoms and positions in Å:
C  -3.55206  -0.51736  -0.48702
N  -2.76934  -0.34246  0.67871
C  -1.83577  0.76197  0.63900
C  -0.67686  0.26882  -0.29065
C  0.57389  1.00870  -0.21994
N  1.78409  0.62885  -0.16777
N  2.28762  -0.66706  -0.23164
C  3.59243  -0.83134  -0.00058
N  4.50204  0.06691  0.40402
H  -2.92067  -0.49319  -1.30448
H  -4.03148  -1.43648  -0.62072
H  -4.41951  0.08926  -0.70838
H  -3.23269  -0.33958  1.58580
H  -2.17085  1.54759  0.01409
H  -1.40504  1.20546  1.66620
H  -0.90292  0.17621  -1.39026
H  -0.60281  -0.84932  0.08009
H  0.61182  2.02927  -0.21845
H  1.66657  -1.32415  -0.64498
H  3.79415  -1.92780  0.04557
H  5.34686  -0.11030  0.88577
H  4.36053  1.05599  0.28564

Properties
Frontier orbital gap, eV: 7.71
Net charge: +1
Energy relative to the best compared isomer or geometry (same formula, charge and spin), eV: 3.095
Energy, eV: -11347.01621
SMILES: CNCC/C=N\[NH+]=C/N
LUMO, eV: -4.008

natural (NBO) population analysis, charges in e, atoms 1 to 8: -0.43, -0.64, -0.20, -0.54, 0.18, -0.32, -0.36, 0.40

(12)
Entry from OMol25: a molecular structure, C5H13N4S (ωB97M-V with the def2-TZVPD basis set).

Atoms and positions in Å:
C  0.42943  -1.14590  0.37222
C  0.82506  1.19729  -0.36063
C  0.49693  -2.52148  0.94858
C  -2.93320  0.93116  -0.02329
C  -1.62483  1.16877  -0.58577
N  -0.51370  -0.40237  0.81729
N  1.35599  -0.62348  -0.46027
N  2.57726  -1.03740  -0.84608
N  -0.39355  0.95388  0.38716
S  2.04652  2.10204  0.53950
H  0.71281  1.45897  -1.46411
H  0.09270  -2.38934  2.03019
H  1.53570  -2.91041  0.92015
H  -0.20273  -3.16918  0.37196
H  -2.89434  1.00458  1.09582
H  -3.64872  1.78706  -0.37352
H  -3.48905  -0.01728  -0.28856
H  -1.64050  2.29274  -0.96444
H  -1.40637  0.54112  -1.33631
H  3.28688  -1.39104  -0.17685
H  2.68016  -1.15440  -1.81698
H  -0.47993  1.61911  1.19805
H  3.18746  1.70554  0.01590

Properties
Frontier orbital gap, eV: 9.40
Net charge: +1
Energy relative to the best compared isomer or geometry (same formula, charge and spin), eV: 2.144
Energy, eV: -22180.82179
LUMO, eV: -3.323

natural (NBO) population analysis, charges in e, atoms 1 to 8: 0.44, -0.09, -0.66, -0.67, -0.18, -0.38, -0.24, -0.63